<A>
The following is a quantum chemistry calculation of CH3I2P in the gas phase, from OMol25.

Last column: natural (NBO) charge in e.
Element x y z (Å)
I 1.80718 -1.91783 0.21793  -0.11
I 1.80578 1.91853 0.21789  -0.11
P 0.77549 -0.00016 -0.88551  0.48
C -0.84876 -0.00019 -0.00534  -0.98
H -1.40321 0.88782 -0.31070  0.24
H -0.73188 -0.00141 1.07846  0.24
H -1.40460 -0.88675 -0.31272  0.24

Summary:
* orbital gap: 8.675 eV
* lowest unoccupied orbital energy: -0.014 Ha
* E_HOMO: -9.065 eV
* SMILES: CP(I)I

=====

<B>
The following is a quantum chemistry calculation of a molecular structure, CH3I2P, from OMol25.

Last column: natural (NBO) charge in e.
Element x y z (Å)
I -3.19289 2.05178 0.98735  -0.15
I -0.84557 -0.38860 -0.47858  0.36
P -2.18995 1.59557 -1.24115  -0.14
C 1.31005 -0.79433 0.01447  -0.75
H 1.41364 -0.58628 1.04535  0.22
H 1.96881 -0.04265 -0.36131  0.23
H 1.53591 -1.83549 0.03387  0.23

Summary:
* orbital gap (alpha / beta): 6.161 / 6.162 eV
* lowest unoccupied orbital energy (alpha / beta): -0.049 / -0.049 Ha
* E_HOMO (alpha / beta): -7.495 / -7.497 eV

=====

Which structure wins on stability? <A> wins.

=====

<A>
The following is a quantum chemistry calculation of 2 unconnected molecules or ions with the total composition C6H15N2, from OMol25.

Last column: natural (NBO) charge in e.
Element x y z (Å)
N 0.93989 0.43580 -0.18999  -0.33
N -2.81503 -2.44837 -0.60615  -1.09
C 1.24586 1.54002 0.51890  0.44
C 0.34616 -0.53850 -0.75190  0.47
C 0.19447 2.31696 1.12731  -0.71
C 0.10461 -1.78365 -0.05202  -0.73
C -0.07575 -0.27392 -2.21657  -0.65
C 2.61262 1.97465 0.65813  -0.70
H 0.01928 3.23167 0.58674  0.27
H -0.72965 0.60073 -2.22015  0.24
H -0.99623 -2.00371 -0.18660  0.32
H 3.04140 1.96933 1.70693  0.28
H -3.07743 -3.16034 0.07875  0.38
H -0.62928 -0.99868 -2.67040  0.25
H 0.18829 -1.74455 1.09370  0.25
H 3.28703 1.52557 -0.05926  0.26
H 0.80036 -0.04477 -2.73763  0.25
H -0.76355 1.76028 1.03459  0.24
H 0.68559 -2.55210 -0.55230  0.27
H 0.16479 2.34416 2.27416  0.29
H -3.48492 -2.58020 -1.36328  0.39
H -2.96796 -1.52342 -0.13293  0.36
H 2.64054 3.01199 0.44301  0.26

Summary:
* orbital gap: 9.855 eV
* lowest unoccupied orbital energy: -0.134 Ha
* total charge: +1
* E_HOMO: -13.513 eV

=====

<B>
The following is a quantum chemistry calculation of 2 unconnected molecules or ions with the total composition C6H15N2, from OMol25.

Last column: natural (NBO) charge in e.
Element x y z (Å)
N -2.38342 1.25445 0.27940  -0.72
N -0.39799 0.80454 1.37898  -0.51
C -1.51976 1.44017 1.25827  0.40
C 0.96765 0.31967 -1.66784  -0.66
C 0.52049 0.97248 2.50766  -0.41
C 1.33895 -1.47825 -0.00264  -0.45
C 0.02246 -2.01573 -2.02757  -0.65
C 0.79994 -1.08107 -1.15037  0.03
H 1.50888 0.95994 -0.97013  0.21
H 1.52187 0.31006 -2.60734  0.25
H 0.03408 -3.03455 -1.64500  0.23
H 1.45702 1.40121 2.15751  0.23
H 0.06973 1.63320 3.24222  0.22
H -0.12606 0.13088 0.65960  0.45
H 0.43272 -2.02376 -3.03750  0.24
H -3.19185 1.84967 0.20395  0.44
H -1.01949 -1.69703 -2.10883  0.21
H -2.18461 0.63556 -0.49271  0.42
H 1.94115 -0.81709 0.61220  0.19
H 0.70554 0.00257 2.96149  0.24
H -1.77903 2.15974 2.02578  0.22
H 0.00273 0.78250 -1.89831  0.20
H 1.27901 -2.50917 0.32118  0.22

Summary:
* orbital gap: 9.958 eV
* lowest unoccupied orbital energy: -0.117 Ha
* total charge: +1
* E_HOMO: -13.140 eV

=====

Which structure wins on stability? <B> wins.